C17H16N2O2 | the ωB97M-V functional and the def2-TZVPD basis

- Total energy: -24957.4484 eV
- Molecular weight: 280.33 g/mol
- E_LUMO: -0.123 Ha
- Energy above the lowest of the compared OMol25 structures with the same formula, charge and spin: 7.894 eV

Structure (ORCA input):
```
! RIJCOSX wB97M-V def2-TZVPD def2/J DEFGRID3
* xyz 0 1
C -0.332 -0.733 -2.205
N 0.648 0.282 -2.324
O 1.842 -0.065 -2.371
O 0.313 1.477 -2.379
C -1.705 -0.522 -2.253
C -2.249 0.766 -2.469
C -3.594 0.985 -2.442
C -4.486 -0.063 -2.212
C -5.851 0.195 -2.123
N -6.991 0.417 -2.038
C -3.973 -1.356 -2.048
C -2.625 -1.589 -2.075
H 0.053 -1.726 -2.066
H -1.572 1.582 -2.647
H -3.977 1.981 -2.584
H -4.668 -2.167 -1.900
H -2.257 -2.596 -1.967
C -0.180 -0.649 2.240
C 0.800 0.428 1.953
C 0.253 1.807 1.889
C 2.165 0.154 1.877
C 3.121 1.129 1.462
C 4.451 0.821 1.362
C 4.910 -0.449 1.680
C 4.015 -1.416 2.110
C 2.678 -1.134 2.207
H 0.054 -1.563 1.694
H -0.209 -0.877 3.304
H -1.185 -0.349 1.944
H 0.878 2.492 1.320
H -0.733 1.808 1.424
H 0.134 2.212 2.893
H 2.792 2.114 1.190
H 5.145 1.571 1.020
H 5.959 -0.681 1.598
H 4.371 -2.400 2.367
H 2.005 -1.889 2.570
*
```



C17H16N2O2 | the ωB97M-V functional and the def2-TZVPD basis

- SMILES string: CC(=O)Nc1ccccc1C(=O)N1CCc2ccccc21
- Total energy: -24965.3423 eV
- Molecular weight: 280.33 g/mol
- E_LUMO: 0.020 Ha
- Energy above the lowest of the compared OMol25 structures with the same formula, charge and spin: 0.000 eV

Structure (ORCA input):
```
! RIJCOSX wB97M-V def2-TZVPD def2/J DEFGRID3
* xyz 0 1
C -3.052 -3.488 -0.281
C -3.408 -2.022 -0.407
O -4.426 -1.644 -0.944
N -2.465 -1.194 0.128
C -2.481 0.191 0.241
C -3.634 0.945 0.028
C -3.624 2.311 0.234
C -2.473 2.948 0.670
C -1.313 2.217 0.843
C -1.287 0.848 0.598
C -0.040 0.055 0.781
O -0.048 -1.018 1.376
N 1.095 0.555 0.228
C 2.347 -0.077 0.292
C 2.801 -1.004 1.212
C 4.102 -1.469 1.076
C 4.922 -1.024 0.054
C 4.456 -0.095 -0.869
C 3.169 0.375 -0.741
C 2.413 1.349 -1.595
H 2.983 2.253 -1.808
H 2.146 0.886 -2.549
C 1.168 1.645 -0.743
H 0.250 1.696 -1.330
H 1.301 2.596 -0.218
H 5.091 0.253 -1.670
H 5.930 -1.400 -0.029
H 4.477 -2.191 1.786
H 2.164 -1.356 2.005
H -0.422 2.708 1.203
H -2.477 4.008 0.871
H -4.529 2.878 0.076
H -4.534 0.443 -0.284
H -1.643 -1.615 0.555
H -2.984 -3.919 -1.279
H -3.858 -3.999 0.241
H -2.117 -3.646 0.248
*
```



Asked for strongest force on any atom across the records above, the calculation gives 2.89, 0.68 eV Å⁻¹ in order.